{
  "formula": "C7H10",
  "method": "the ωB97M-V functional and the def2-TZVPD basis",
  "smiles": "C1C[C@H]2[C@@H]1[C@H]1C[C@@H]21",
  "charge": 0,
  "fmax_ev_per_a": 3.43,
  "relative_energy_kj_mol": 401.19,
  "total_energy_ev": -7416.87670,
  "elements": ["C", "C", "C", "C", "C", "C", "C", "H", "H", "H", "H", "H", "H", "H", "H", "H", "H"],
  "positions_angstrom": [[-0.728, -0.823, 1.369], [0.440, -1.314, 0.630], [-0.857, -1.144, -0.103], [-0.346, -0.084, -1.069], [-0.471, 1.400, -0.613], [1.017, 1.371, -0.152], [1.058, -0.148, -0.435], [-1.219, -1.539, 2.017], [-0.692, 0.193, 1.750], [0.906, -2.295, 0.858], [-1.509, -1.944, -0.421], [-0.567, -0.276, -2.122], [-1.200, 1.561, 0.191], [-0.704, 2.113, -1.412], [1.642, 2.006, -0.804], [1.241, 1.645, 0.879], [1.824, -0.877, -0.345]],
  "atomic_forces_ev_per_a": [[-0.4, 0.2, 0.2], [-0.3, 0.6, 0.1], [-0.7, -0.1, -0.1], [-0.2, -0.2, -0.1], [0.0, 0.0, 0.0], [0.2, -0.2, 0.4], [-0.7, -0.9, 2.1], [0.0, 0.1, 0.0], [-0.2, -0.1, -0.1], [0.1, 1.0, -0.3], [-0.1, -0.1, 0.1], [0.2, 0.0, 0.1], [0.2, -0.1, -0.2], [0.2, -0.2, 0.1], [0.0, -0.6, 0.1], [-0.2, 0.2, 0.1], [2.1, 0.4, -2.7]],
  "mulliken_charge": [-0.703, -0.119, -0.484, 0.060, -0.793, -0.644, -0.400, 0.272, 0.114, 0.325, 0.399, 0.468, 0.254, 0.317, 0.268, 0.266, 0.401]
}